No. 1
{
  "formula": "C4H5BrO2S",
  "method": "ωB97M-V/def2-TZVPD",
  "symbols": ["C", "C", "C", "C", "O", "O", "S", "Br", "H", "H", "H", "H", "H"],
  "positions_angstrom": [[-0.185, -0.380, -0.464], [1.276, 0.060, -0.342], [-0.478, -1.407, -1.290], [-0.301, 1.570, 1.285], [-0.934, 0.459, 0.433], [-1.630, -2.016, -1.283], [1.186, 1.840, 0.256], [0.103, 0.992, 3.157], [1.600, -0.325, 0.638], [2.090, 0.115, -1.121], [0.354, -1.921, -1.828], [-0.927, 2.462, 1.290], [-2.153, -1.450, -0.730]],
  "forces_ev_per_a": [[3.12, 2.16, 0.01], [-0.04, 1.70, 1.81], [2.44, 1.41, 1.52], [1.48, -2.86, -2.98], [-1.23, -0.44, 0.68], [-2.02, -1.26, -0.78], [-0.16, 0.45, -0.02], [-0.48, 0.16, -1.06], [0.60, -0.72, -0.79], [-1.34, -0.71, 0.62], [-0.89, 0.73, 0.40], [-0.21, -0.60, 0.10], [-1.27, 0.00, 0.48]],
  "homo_ev": -8.46,
  "gap_ev": 8.9,
  "smiles": "O/C=C1/CS[C@H](Br)O1",
  "de_lowest_kj_mol": 173.1,
  "total_charge": 0,
  "e_tot_ev": -89198.9669
}


No. 2
{
  "formula": "C4H5CaO5",
  "method": "ωB97M-V/def2-TZVPD",
  "symbols": ["O", "O", "C", "C", "O", "C", "Ca", "H", "H", "H", "H", "H", "O", "C", "O"],
  "positions_angstrom": [[1.364, -0.472, -1.429], [1.124, -2.635, -0.923], [0.709, -1.482, -0.985], [-0.576, -1.133, -0.230], [-0.891, 0.236, -0.411], [-1.951, 0.711, 0.408], [0.516, 1.391, -1.671], [-0.417, -1.342, 0.840], [-1.400, -1.767, -0.591], [-1.843, 1.797, 0.488], [-2.920, 0.462, -0.048], [-1.888, 0.259, 1.409], [1.862, 1.810, 0.439], [2.742, 1.272, 0.995], [3.568, 0.891, 1.709]],
  "forces_ev_per_a": [[0.21, -0.54, -0.39], [-0.90, 0.74, -0.30], [1.41, -1.26, 1.19], [-0.43, -0.92, -0.11], [-0.36, 0.05, 0.47], [-0.38, 0.00, 0.15], [0.11, 1.75, -0.85], [0.00, 0.03, -0.28], [0.16, 0.15, 0.14], [-0.12, -0.20, -0.03], [0.22, 0.07, 0.17], [0.01, 0.15, -0.24], [0.38, -0.54, -0.31], [0.01, 0.77, 1.34], [-0.33, -0.26, -0.96]],
  "homo_ev": [-4.64, -9.67],
  "gap_ev": [4.6, 9.5],
  "de_lowest_kj_mol": 0.0,
  "multiplicity": 2,
  "total_charge": 0,
  "e_tot_ev": -32905.5379
}


No. 3
{
  "formula": "C4H5CdO2",
  "method": "ωB97M-V/def2-TZVPD",
  "symbols": ["O", "C", "Cd", "H", "O", "C", "C", "C", "H", "H", "H", "H"],
  "positions_angstrom": [[1.806, -0.226, 0.356], [0.595, -0.031, 0.322], [3.523, 0.255, -0.252], [-0.258, 0.234, -0.675], [-3.012, -3.393, 0.662], [-2.465, -2.176, 1.114], [-1.124, -2.000, 0.460], [-0.515, -0.813, 0.373], [-3.924, -3.248, 0.393], [-2.308, -2.195, 2.208], [-3.119, -1.320, 0.884], [-0.606, -2.898, 0.107]],
  "forces_ev_per_a": [[1.82, -0.70, 1.30], [-9.59, -2.83, -2.98], [2.37, 0.98, -0.71], [1.67, 0.93, 0.69], [0.24, 0.42, 0.27], [-0.33, -0.64, -1.13], [-2.20, -0.75, 1.04], [5.93, 2.51, 1.50], [-0.15, -0.17, 0.04], [0.16, 0.11, -0.01], [0.23, -0.06, 0.21], [-0.14, 0.19, -0.21]],
  "homo_ev": [-17.04, -17.10],
  "gap_ev": [4.4, 4.4],
  "de_lowest_kj_mol": 319.7,
  "multiplicity": 2,
  "total_charge": 2,
  "e_tot_ev": -12860.8352
}


No. 4
{
  "formula": "C4H5Cl",
  "method": "ωB97M-V/def2-TZVPD",
  "symbols": ["C", "C", "C", "C", "H", "H", "H", "H", "H", "Cl"],
  "positions_angstrom": [[-0.096, -0.123, -0.578], [-0.226, -0.827, -1.742], [0.621, 0.982, -0.022], [0.064, 2.441, -0.023], [-0.422, -1.869, -1.905], [0.349, -0.584, -2.722], [1.638, 0.557, 0.475], [-0.818, 2.538, -0.807], [0.747, 3.285, 0.324], [-0.216, -1.104, 1.107]],
  "forces_ev_per_a": [[0.21, -3.56, -0.29], [2.46, 1.52, -0.13], [0.13, 6.71, 0.26], [2.43, -5.95, -1.99], [-0.92, -0.34, 1.13], [-1.34, 0.96, 1.81], [-2.54, 1.80, -0.97], [1.81, 0.16, 2.20], [-1.37, -1.31, -0.44], [-0.86, 0.02, -1.59]],
  "homo_ev": -9.09,
  "gap_ev": 8.9,
  "smiles": "C=CC(=C)Cl",
  "de_lowest_kj_mol": 293.1,
  "total_charge": 0,
  "e_tot_ev": -16747.0856
}


No. 5
{
  "formula": "C4H5Cl",
  "method": "ωB97M-V/def2-TZVPD",
  "symbols": ["C", "C", "C", "C", "Cl", "H", "H", "H", "H", "H"],
  "positions_angstrom": [[-0.563, 0.880, -0.931], [0.086, 0.196, -0.106], [-1.312, 0.379, 0.437], [1.856, -0.626, 0.371], [3.092, 0.363, -0.301], [-0.858, 1.550, -1.682], [-1.408, 0.822, 1.409], [-1.905, -0.513, 0.495], [1.694, -1.623, -0.022], [1.798, -0.642, 1.402]],
  "forces_ev_per_a": [[-2.44, 0.78, 1.16], [4.26, -2.90, 2.59], [1.91, -1.07, -0.72], [-4.56, 1.46, -2.67], [0.31, -0.18, -0.08], [0.17, 0.41, -0.91], [0.14, 1.48, -0.01], [-0.50, -0.43, -0.93], [0.55, 0.11, -0.43], [0.17, 0.33, 2.01]],
  "homo_ev": -9.05,
  "gap_ev": 10.0,
  "de_lowest_kj_mol": 357.7,
  "total_charge": 0,
  "e_tot_ev": -16746.4162
}


No. 6
{
  "formula": "C4H5Cl",
  "method": "ωB97M-V/def2-TZVPD",
  "symbols": ["C", "C", "C", "C", "Cl", "H", "H", "H", "H", "H"],
  "positions_angstrom": [[0.194, -0.230, -0.705], [0.775, 0.970, 0.206], [-0.649, -0.847, -1.739], [0.140, 1.001, 1.613], [-0.057, -2.327, -2.309], [1.089, -0.958, -0.636], [-1.569, -0.623, -2.256], [0.512, 1.927, 2.093], [0.582, 0.117, 2.090], [-1.018, 0.971, 1.644]],
  "forces_ev_per_a": [[-0.29, -1.08, -1.86], [-2.67, -2.53, -1.06], [2.85, 2.86, 4.22], [-0.61, 0.93, -1.55], [0.28, -1.31, -0.61], [-0.96, 1.16, 0.27], [0.02, 0.90, 0.46], [-0.26, -0.68, 0.05], [-0.20, 0.02, 0.19], [1.85, -0.27, -0.10]],
  "homo_ev": -8.35,
  "gap_ev": 7.7,
  "de_lowest_kj_mol": 445.4,
  "total_charge": 0,
  "e_tot_ev": -16745.5072
}